(1)
# C4H6O2

A cluster of 2 separate species, C4H6O2 in total (wB97M-V/def2-TZVPD, the OMol25 dataset).

Output
Orbital gap ... 10.02 eV
HOMO level ... -9.742 eV
SMILES string ... O=C1CC(=O)C1.[H][H]

The geometry in ORCA input format:
```
! RIJCOSX wB97M-V def2-TZVPD def2/J DEFGRID3
* xyz 0 1
O 0.010 -0.904 2.043
C -0.018 -0.712 0.861
C 1.071 -0.623 -0.218
C -0.059 -0.280 -1.202
O -0.078 -0.002 -2.368
C -1.153 -0.417 -0.131
H 0.241 2.381 1.125
H 0.285 2.539 0.399
H 1.587 -1.567 -0.429
H 1.817 0.165 -0.063
H -1.729 0.491 0.074
H -1.847 -1.249 -0.298
*
```

Here are the natural (NBO) charges for atoms 1 to 6, given in e: number 1, O, carries -0.49; number 2, C, carries 0.61; number 3, C, carries -0.65; number 4, C, carries 0.61; number 5, O, carries -0.49; number 6, C, carries -0.65

---

(2)
# C4H6O2

An isolated molecule of C4H6O2 in a non-equilibrium geometry (wB97M-V/def2-TZVPD, the OMol25 dataset).

Output
Orbital gap (spin up / spin down) ... 7.11 / 8.48 eV
HOMO level (spin up / spin down) ... -7.039 / -7.807 eV

The geometry in ORCA input format:
```
! RIJCOSX wB97M-V def2-TZVPD def2/J DEFGRID3
* xyz 0 1
C -0.036 -0.313 0.072
C 1.084 0.242 -0.199
C -2.341 0.362 0.233
C 2.406 -0.372 0.118
O -1.315 -0.101 -0.334
O -3.559 -0.104 -0.009
H 1.060 1.223 -0.830
H -2.026 0.818 1.205
H 2.713 -0.717 -0.883
H 2.360 -1.018 0.912
H 3.065 0.509 0.511
H -3.411 -0.527 -0.795
*
```

Here are the natural (NBO) charges for atoms 1 to 6, given in e: number 1, C, carries 0.11; number 2, C, carries -0.34; number 3, C, carries 0.44; number 4, C, carries -0.61; number 5, O, carries -0.43; number 6, O, carries -0.63

---

(3)
# C4H6O2

An isolated molecule of C4H6O2 in a non-equilibrium geometry (wB97M-V/def2-TZVPD, the OMol25 dataset).

Output
Orbital gap ... 9.07 eV
HOMO level ... -8.333 eV

The geometry in ORCA input format:
```
! RIJCOSX wB97M-V def2-TZVPD def2/J DEFGRID3
* xyz 0 1
C -1.227 0.833 -0.434
C -0.113 -0.003 0.104
C 0.197 -1.466 0.078
O 1.655 -1.146 0.110
C 1.220 0.125 0.143
O 1.877 1.200 0.585
H -2.143 0.789 0.162
H -0.939 1.889 -0.518
H -1.474 0.487 -1.448
H 1.036 1.327 1.075
H -0.070 -1.983 -0.835
H -0.017 -2.052 0.977
*
```

Here are the natural (NBO) charges for atoms 1 to 6, given in e: number 1, C, carries -0.63; number 2, C, carries -0.31; number 3, C, carries -0.05; number 4, O, carries -0.47; number 5, C, carries 0.58; number 6, O, carries -0.65

---

Copy entry 2 word for word.
# C4H6O2

An isolated molecule of C4H6O2 in a non-equilibrium geometry (wB97M-V/def2-TZVPD, the OMol25 dataset).

Output
Orbital gap (spin up / spin down) ... 7.11 / 8.48 eV
HOMO level (spin up / spin down) ... -7.039 / -7.807 eV

The geometry in ORCA input format:
```
! RIJCOSX wB97M-V def2-TZVPD def2/J DEFGRID3
* xyz 0 1
C -0.036 -0.313 0.072
C 1.084 0.242 -0.199
C -2.341 0.362 0.233
C 2.406 -0.372 0.118
O -1.315 -0.101 -0.334
O -3.559 -0.104 -0.009
H 1.060 1.223 -0.830
H -2.026 0.818 1.205
H 2.713 -0.717 -0.883
H 2.360 -1.018 0.912
H 3.065 0.509 0.511
H -3.411 -0.527 -0.795
*
```

Here are the natural (NBO) charges for atoms 1 to 6, given in e: number 1, C, carries 0.11; number 2, C, carries -0.34; number 3, C, carries 0.44; number 4, C, carries -0.61; number 5, O, carries -0.43; number 6, O, carries -0.63

---

Please write out number 3 again, unchanged.
# C4H6O2

An isolated molecule of C4H6O2 in a non-equilibrium geometry (wB97M-V/def2-TZVPD, the OMol25 dataset).

Output
Orbital gap ... 9.07 eV
HOMO level ... -8.333 eV

The geometry in ORCA input format:
```
! RIJCOSX wB97M-V def2-TZVPD def2/J DEFGRID3
* xyz 0 1
C -1.227 0.833 -0.434
C -0.113 -0.003 0.104
C 0.197 -1.466 0.078
O 1.655 -1.146 0.110
C 1.220 0.125 0.143
O 1.877 1.200 0.585
H -2.143 0.789 0.162
H -0.939 1.889 -0.518
H -1.474 0.487 -1.448
H 1.036 1.327 1.075
H -0.070 -1.983 -0.835
H -0.017 -2.052 0.977
*
```

Here are the natural (NBO) charges for atoms 1 to 6, given in e: number 1, C, carries -0.63; number 2, C, carries -0.31; number 3, C, carries -0.05; number 4, O, carries -0.47; number 5, C, carries 0.58; number 6, O, carries -0.65